(1)
# C4H7N3O

A structure of composition C4H7N3O in a non-equilibrium geometry (wB97M-V/def2-TZVPD, OMol25).

The geometry in XYZ format:
```
15
Properties=species:S:1:pos:R:3
O -0.93 1.20 2.47
N -1.18 -1.71 -0.02
N 1.31 0.45 -1.81
N -0.46 0.00 1.45
C -1.53 -0.82 0.92
C 0.73 -0.11 0.76
C 0.18 -1.17 -0.35
C 0.45 0.30 -0.81
H 1.17 -0.35 -2.58
H 1.33 1.57 -2.48
H -2.55 -0.70 1.20
H -0.44 0.80 -0.80
H 0.95 -1.75 -0.93
H -0.69 2.14 1.89
H 1.66 0.15 1.08
```

Results
HOMO-LUMO gap   8.05 eV
Electronic energy   -10771.9030 eV



(2)
# C4H7N3O

The molecule C4H7N3O in a non-equilibrium geometry (wB97M-V/def2-TZVPD, OMol25).

The geometry in XYZ format:
```
15
Properties=species:S:1:pos:R:3
O -0.01 0.89 -2.23
N 0.85 -0.39 1.78
N 1.15 1.41 -1.38
N 1.53 0.23 0.88
C 0.81 0.66 -0.04
C -0.80 -0.14 -1.47
C -0.58 0.15 -0.05
C -0.50 -0.77 1.28
H 1.97 1.12 -1.89
H -1.21 1.05 0.09
H -0.66 -1.91 1.27
H -0.57 -1.13 -1.72
H -1.91 0.10 -1.29
H -1.19 -0.37 2.01
H 1.12 -0.90 2.75
```

Results
HOMO-LUMO gap   8.68 eV
Electronic energy   -10773.2391 eV
Structure (SMILES)   C1NN=C2NOC[C@@H]12



(3)
# C4H7N3O2

A cluster of 2 separate species, C4H7N3O2 in total in a non-equilibrium geometry (wB97M-V/def2-TZVPD, OMol25).

The geometry in XYZ format:
```
16
Properties=species:S:1:pos:R:3
O -0.71 2.17 0.50
O 0.60 0.88 1.78
N -2.65 -0.02 -0.18
N 2.32 0.66 -0.55
N -0.42 -0.85 -0.46
C 0.33 1.36 0.71
C -1.59 -0.58 -0.31
C 0.43 -1.96 -0.17
C 1.14 1.10 -0.57
H -3.52 -0.15 -0.64
H 0.74 1.56 -1.47
H 1.25 -1.94 -0.89
H 2.59 0.27 0.35
H -0.09 -2.91 -0.24
H 0.84 -1.83 0.83
H -1.26 2.25 1.30
```

Results
HOMO-LUMO gap   10.52 eV
Electronic energy   -12825.4152 eV
Structure (SMILES)   [H]/N=C\C(=O)O.CN=C=N



(4)
# C4H7N3O2

The molecule C4H7N3O2 in a non-equilibrium geometry (wB97M-V/def2-TZVPD, OMol25).

The geometry in XYZ format:
```
16
Properties=species:S:1:pos:R:3
O 3.21 -2.23 0.19
O 2.75 1.95 0.49
N -0.23 0.43 -0.67
N 2.35 -0.13 -0.34
N 0.68 1.45 -0.33
C 1.98 1.17 0.02
C -1.30 0.15 0.35
C -2.22 -1.17 0.14
C 2.91 -1.15 -0.01
H -2.01 1.02 0.52
H -2.18 -1.87 1.03
H -0.81 -0.07 1.24
H 0.35 2.37 -0.36
H -0.53 0.68 -1.62
H -3.22 -0.76 -0.05
H -1.74 -1.84 -0.62
```

Results
HOMO-LUMO gap   10.48 eV
Electronic energy   -12825.4003 eV
Structure (SMILES)   CCNNC(=O)N=C=O



(5)
# C4H7N3S

The molecule C4H7N3S in a non-equilibrium geometry (wB97M-V/def2-TZVPD, OMol25).

The geometry in XYZ format:
```
15
Properties=species:S:1:pos:R:3
S 3.08 0.66 0.03
N -1.20 -0.39 -0.23
N 0.45 -2.02 0.10
N 1.83 -0.49 -0.52
C -0.69 0.90 0.03
C 1.44 -1.21 0.55
C -1.67 1.79 0.23
C -0.66 -1.67 -0.24
H -1.27 -2.51 -0.24
H 3.26 1.46 -1.01
H -1.94 3.07 0.13
H -2.22 -0.34 -0.47
H -2.68 1.24 0.48
H 1.98 -1.47 1.50
H 0.31 1.00 -0.35
```

Results
HOMO-LUMO gap   8.55 eV
Electronic energy   -19562.3827 eV
Structure (SMILES)   C=CN/C=N\C=N\S



(6)
# C4H7N3S

A cluster of 2 separate species, C4H7N3S in total in a non-equilibrium geometry (wB97M-V/def2-TZVPD, OMol25).

The geometry in XYZ format:
```
15
Properties=species:S:1:pos:R:3
S 1.96 2.57 0.59
N -1.51 -1.37 0.57
N 1.52 1.61 -0.55
N -0.52 -0.72 -0.09
C -2.04 -0.45 1.39
C -1.51 0.83 1.17
C -0.60 0.53 0.17
C 0.24 -1.30 -1.07
H -2.77 -0.82 2.21
H 0.37 -0.74 -2.03
H 2.80 1.59 1.38
H -1.97 1.71 1.65
H 0.85 1.85 -1.30
H 1.22 -1.49 -0.66
H -0.23 -2.25 -1.18
```

Results
HOMO-LUMO gap (spin up / spin down)   8.54 / 7.50 eV
Electronic energy   -19560.5918 eV
<S²>   2.013
Multiplicity   3



(7)
# C4H7N4

The ion C4H7N4 with charge +1 in a non-equilibrium geometry (wB97M-V/def2-TZVPD, OMol25).

The geometry in XYZ format:
```
15
Properties=species:S:1:pos:R:3
N 2.74 -1.05 0.01
N -0.83 -0.37 0.42
N 1.49 -0.59 -0.10
N 3.54 -0.02 0.15
C 0.23 -1.23 -0.33
C -0.91 1.02 -0.14
C 1.60 0.80 -0.05
C 2.94 1.13 0.09
H 3.54 2.01 0.15
H -0.19 -1.40 -1.41
H 0.15 -2.15 0.21
H -0.61 -0.37 1.45
H -1.14 1.00 -1.21
H -1.07 1.61 0.70
H -1.65 -0.99 0.36
```

Results
HOMO-LUMO gap (spin up / spin down)   8.37 / 8.20 eV
Charge   +1
Electronic energy   -10208.2281 eV



(8)
# C4H7N4

The ion C4H7N4 with charge +1 in a non-equilibrium geometry (wB97M-V/def2-TZVPD, OMol25).

The geometry in XYZ format:
```
15
Properties=species:S:1:pos:R:3
N 0.16 0.31 -0.08
N -0.66 1.52 -0.26
N -1.56 -1.27 0.08
N -3.03 0.76 0.56
C -0.31 -0.86 0.06
C -2.00 0.96 -0.20
C 1.55 0.63 0.19
C -2.69 -0.37 -0.33
H 0.53 -1.64 0.32
H -0.44 2.27 0.31
H -3.34 -0.51 -1.10
H 1.48 0.91 1.25
H 2.37 -0.02 -0.17
H 1.79 1.64 -0.25
H -1.79 -2.07 0.65
```

Results
HOMO-LUMO gap   10.40 eV
Charge   +1
Electronic energy   -10210.0661 eV
Structure (SMILES)   CN1C=[NH+][C@H]2N=C2N1